C49H69N3OP3SSiTi | ωB97M-V with the def2-TZVPD basis set

Summary:
Highest occupied orbital energy ... -15.2085 eV
Net charge ... +3
Total energy ... -128125.1797 eV

Positions of all 128 atoms, in Å:
1 Ti -0.63 -0.41 -0.84
2 C -3.25 -3.99 1.36
3 C -2.22 -3.76 2.46
4 C -2.87 -4.06 3.82
5 P -1.26 -2.15 2.27
6 C 0.05 -2.34 3.65
7 C 0.43 -3.80 3.97
8 C -0.26 -1.61 4.96
9 C -2.20 -0.72 2.94
10 C -3.25 -0.78 3.85
11 C -3.66 0.35 4.54
12 C -3.01 1.56 4.35
13 C -2.00 1.65 3.41
14 C -1.60 0.53 2.68
15 Si -0.26 0.71 1.36
16 C -0.15 2.55 0.85
17 C 0.66 3.45 1.55
18 C 0.81 4.76 1.13
19 C 0.17 5.20 -0.01
20 C -0.64 4.33 -0.73
21 C -0.81 3.01 -0.30
22 P -1.93 1.88 -1.19
23 C -3.62 2.56 -0.73
24 C -3.91 4.02 -1.07
25 C -3.81 2.37 0.78
26 C -1.66 2.14 -3.04
27 C -2.50 3.19 -3.76
28 C -1.85 0.80 -3.76
29 C 1.41 -0.01 1.92
30 C 1.96 0.50 3.10
31 C 3.14 0.00 3.63
32 C 3.76 -1.07 3.02
33 C 3.21 -1.63 1.87
34 C 2.05 -1.10 1.30
35 P 1.36 -1.85 -0.22
36 C 0.98 -3.64 0.16
37 C -0.17 -4.12 -0.73
38 C 2.13 -4.64 0.12
39 C 2.68 -1.79 -1.54
40 C 4.08 -2.30 -1.21
41 C 2.11 -2.43 -2.81
42 H -3.65 -5.00 1.45
43 H -2.81 -3.89 0.37
44 H -4.09 -3.30 1.46
45 H -1.42 -4.48 2.30
46 H -3.91 -3.75 3.84
47 H -2.36 -3.61 4.66
48 H -2.87 -5.14 3.98
49 H 0.94 -1.87 3.22
50 H -0.32 -4.28 4.60
51 H 1.36 -3.80 4.53
52 H 0.57 -4.42 3.09
53 H -1.19 -1.95 5.41
54 H -0.32 -0.53 4.83
55 H 0.54 -1.82 5.67
56 H -3.75 -1.72 4.06
57 H -4.47 0.27 5.26
58 H -3.30 2.43 4.93
59 H -1.51 2.60 3.24
60 H 1.18 3.12 2.44
61 H 1.43 5.44 1.71
62 H 0.28 6.23 -0.35
63 H -1.12 4.68 -1.63
64 H -4.33 1.92 -1.27
65 H -3.18 4.69 -0.61
66 H -4.88 4.27 -0.64
67 H -3.97 4.22 -2.14
68 H -3.37 3.22 1.31
69 H -3.33 1.47 1.16
70 H -4.87 2.34 1.03
71 H -0.62 2.44 -3.11
72 H -3.56 2.99 -3.69
73 H -2.23 3.17 -4.82
74 H -2.30 4.20 -3.40
75 H -2.91 0.53 -3.78
76 H -1.30 -0.03 -3.30
77 H -1.52 0.88 -4.80
78 H 1.44 1.30 3.62
79 H 3.55 0.44 4.53
80 H 4.66 -1.50 3.44
81 H 3.68 -2.50 1.44
82 H 0.61 -3.58 1.19
83 H 0.18 -4.38 -1.73
84 H -0.96 -3.37 -0.82
85 H -0.62 -5.02 -0.31
86 H 2.52 -4.75 -0.89
87 H 1.75 -5.62 0.43
88 H 2.94 -4.37 0.79
89 H 2.79 -0.72 -1.70
90 H 4.09 -3.35 -0.93
91 H 4.53 -1.71 -0.42
92 H 4.70 -2.19 -2.10
93 H 2.19 -3.51 -2.78
94 H 2.66 -2.09 -3.69
95 H 1.05 -2.18 -2.96
96 N 0.81 0.58 -1.76
97 S 1.75 1.94 -1.71
98 C 1.86 2.48 -3.41
99 C 2.01 3.85 -3.58
100 C 2.12 4.36 -4.87
101 C 2.08 3.50 -5.96
102 C 1.92 2.14 -5.77
103 C 1.81 1.61 -4.49
104 C 3.46 1.48 -1.39
105 C 3.84 1.56 -0.06
106 C 5.15 1.30 0.30
107 C 6.08 0.98 -0.68
108 C 5.69 0.90 -2.02
109 C 4.38 1.16 -2.39
110 H 1.01 0.09 -2.64
111 H 2.04 4.50 -2.72
112 H 2.24 5.43 -5.01
113 H 2.19 3.90 -6.96
114 H 1.88 1.47 -6.63
115 H 1.71 0.54 -4.37
116 H 3.10 1.84 0.69
117 H 5.45 1.38 1.33
118 H 7.11 0.80 -0.42
119 H 6.42 0.66 -2.78
120 H 4.10 1.13 -3.43
121 N -4.19 -1.68 -2.34
122 C -3.56 -1.18 -1.29
123 N -4.25 -0.52 -0.35
124 O -2.29 -1.29 -1.20
125 H -5.20 -1.69 -2.40
126 H -3.69 -2.22 -3.02
127 H -5.25 -0.49 -0.37
128 H -3.79 -0.32 0.53


C4H5N | ωB97M-V with the def2-TZVPD basis set

Summary:
Highest occupied orbital energy ... -10.4094 eV
Energy relative to the best compared isomer or geometry (same formula, charge and spin) ... 30.21 kcal/mol
SMILES ... C=CCC#N
Total energy ... -5717.5367 eV

Positions of all 10 atoms, in Å:
1 C 0.04 1.13 1.21
2 C 0.07 -0.14 0.73
3 C 0.42 -0.41 -0.72
4 C -0.70 -0.93 -1.47
5 N -1.59 -1.46 -1.94
6 H -0.07 2.12 0.55
7 H -0.07 1.23 2.33
8 H 0.02 -1.02 1.36
9 H 1.31 -1.08 -0.82
10 H 0.57 0.55 -1.23


C14H30N2Si | ωB97M-V with the def2-TZVPD basis set

Summary:
Highest occupied orbital energy ... -8.6455 eV
SMILES ... C[Si](C)(NC1CCCCC1)NC1CCCCC1
Total energy ... -25863.2481 eV

Positions of all 47 atoms, in Å:
1 C 1.73 0.32 -3.21
2 Si 1.37 0.56 -1.49
3 C 2.67 1.63 -0.70
4 N 1.07 -0.91 -0.43
5 C -0.05 -1.82 -0.52
6 C 0.37 -3.14 -1.24
7 C 1.17 -4.09 -0.21
8 C 0.41 -4.19 1.10
9 C 0.14 -2.83 1.67
10 C -0.76 -1.96 0.83
11 N -0.06 1.56 -1.53
12 C -0.62 1.87 -0.19
13 C -0.12 3.17 0.49
14 C -0.51 3.08 1.93
15 C -1.97 2.59 2.18
16 C -2.80 2.62 0.80
17 C -2.13 1.76 -0.25
18 H 2.55 -0.41 -3.51
19 H 0.84 -0.13 -3.63
20 H 1.83 1.23 -3.83
21 H 3.58 1.02 -0.77
22 H 2.25 1.65 0.24
23 H 2.91 2.62 -0.95
24 H 1.17 -0.50 0.52
25 H -0.85 -1.48 -1.23
26 H -0.51 -3.74 -1.56
27 H 0.95 -3.07 -2.16
28 H 1.49 -5.08 -0.63
29 H 2.13 -3.55 -0.04
30 H -0.54 -4.80 0.95
31 H 1.00 -4.87 1.82
32 H 1.08 -2.28 1.81
33 H -0.25 -2.96 2.73
34 H -1.70 -2.50 0.63
35 H -0.93 -0.96 1.34
36 H -0.71 1.03 -2.05
37 H -0.32 1.03 0.43
38 H 0.93 3.47 0.32
39 H -0.64 4.00 -0.05
40 H -0.33 4.09 2.30
41 H 0.24 2.46 2.56
42 H -2.52 3.19 2.94
43 H -2.04 1.56 2.62
44 H -2.93 3.72 0.50
45 H -3.77 2.23 0.98
46 H -2.43 2.11 -1.25
47 H -2.41 0.68 -0.26


C22H64O10 | ωB97M-V with the def2-TZVPD basis set

Summary:
Highest occupied orbital energy ... -9.6101 eV
Energy relative to the best compared isomer or geometry (same formula, charge and spin) ... 3.53 kcal/mol
SMILES ... CC(C)O.CC(C)O.CCO.CCO.CCO.CCO.CCO.CCO.CCO.CCO
Total energy ... -44325.4318 eV

Positions of all 96 atoms, in Å:
1 C 0.07 -3.44 -4.57
2 C -0.55 -3.24 -3.23
3 C -0.29 -4.47 -2.31
4 O 0.06 -2.05 -2.66
5 H -0.09 -2.55 -5.17
6 H -0.37 -4.32 -5.01
7 H 1.14 -3.54 -4.45
8 H -1.60 -3.00 -3.42
9 H 0.79 -4.57 -2.10
10 H -0.61 -5.43 -2.69
11 H -0.74 -4.27 -1.34
12 H -0.32 -1.87 -1.80
13 C 4.72 4.59 -0.78
14 C 4.34 3.33 -0.04
15 C 3.51 2.32 -0.91
16 O 5.56 2.68 0.38
17 H 3.84 5.17 -0.97
18 H 5.23 4.35 -1.72
19 H 5.37 5.16 -0.13
20 H 3.81 3.59 0.89
21 H 4.17 2.03 -1.72
22 H 2.60 2.74 -1.32
23 H 3.23 1.48 -0.30
24 H 5.41 1.72 0.32
25 C -1.18 2.38 4.03
26 C -1.63 3.45 3.01
27 O -2.05 2.87 1.77
28 H -0.93 2.83 5.01
29 H -0.29 1.86 3.70
30 H -2.02 1.72 4.28
31 H -0.82 4.15 2.82
32 H -2.46 3.99 3.48
33 H -2.90 2.43 1.99
34 C 0.01 -0.98 4.48
35 C 1.38 -1.71 4.62
36 O 1.41 -2.92 3.81
37 H -0.83 -1.69 4.27
38 H 0.07 -0.34 3.60
39 H -0.20 -0.38 5.36
40 H 1.50 -2.08 5.65
41 H 2.23 -1.06 4.44
42 H 2.32 -3.25 3.73
43 C -3.03 4.33 -2.88
44 C -2.15 4.11 -1.65
45 O -2.91 4.42 -0.55
46 H -3.40 5.36 -2.91
47 H -3.90 3.65 -2.79
48 H -2.53 4.04 -3.81
49 H -1.35 4.89 -1.64
50 H -1.81 3.06 -1.62
51 H -2.52 4.01 0.21
52 C 2.27 -2.95 0.24
53 C 3.77 -2.81 -0.01
54 O 4.02 -1.45 -0.41
55 H 2.02 -2.16 0.96
56 H 2.02 -3.94 0.63
57 H 1.68 -2.82 -0.67
58 H 4.09 -3.42 -0.88
59 H 4.39 -3.02 0.86
60 H 3.62 -1.42 -1.31
61 C -2.89 -3.84 1.30
62 C -1.59 -4.09 2.07
63 O -0.77 -2.96 1.89
64 H -3.38 -2.97 1.72
65 H -3.62 -4.65 1.39
66 H -2.60 -3.69 0.26
67 H -1.03 -4.94 1.69
68 H -1.69 -4.32 3.14
69 H 0.02 -3.08 2.45
70 C 2.15 0.09 -4.95
71 C 2.65 0.03 -3.44
72 O 2.66 -1.34 -3.04
73 H 1.20 -0.43 -4.89
74 H 2.83 -0.38 -5.62
75 H 2.00 1.14 -5.22
76 H 1.99 0.61 -2.78
77 H 3.67 0.37 -3.25
78 H 1.74 -1.64 -2.88
79 C 0.36 0.56 0.15
80 C -1.09 0.07 -0.08
81 O -1.18 -1.28 -0.42
82 H 0.44 1.59 0.54
83 H 1.03 0.47 -0.70
84 H 0.83 -0.08 0.91
85 H -1.59 0.64 -0.86
86 H -1.59 0.32 0.86
87 H -0.94 -1.79 0.37
88 C -5.15 0.81 0.69
89 C -5.37 2.02 1.54
90 O -4.51 2.05 2.69
91 H -5.94 0.79 -0.07
92 H -5.26 -0.08 1.28
93 H -4.15 0.84 0.21
94 H -6.38 2.01 1.95
95 H -5.19 2.92 0.97
96 H -4.84 2.66 3.36


C6H11N | ωB97M-V with the def2-TZVPD basis set

Summary:
Highest occupied orbital energy ... -9.2901 eV
Energy relative to the best compared isomer or geometry (same formula, charge and spin) ... 26.10 kcal/mol
SMILES ... [H]/N=C/[C@@H](C)/C=C\C
Total energy ... -7889.3998 eV

Positions of all 18 atoms, in Å:
1 H -1.55 -3.14 0.33
2 N -1.64 -2.27 -0.19
3 C -0.96 -1.31 0.24
4 C -1.02 0.02 -0.47
5 C -1.31 1.16 0.51
6 C 0.26 0.23 -1.25
7 C 1.51 0.36 -0.81
8 C 2.04 0.31 0.58
9 H -0.29 -1.35 1.11
10 H -1.84 -0.05 -1.19
11 H -0.57 1.23 1.29
12 H -1.33 2.10 -0.03
13 H -2.29 1.01 0.97
14 H 0.11 0.29 -2.32
15 H 2.28 0.52 -1.56
16 H 1.27 0.13 1.32
17 H 2.54 1.25 0.81
18 H 2.78 -0.48 0.66


C15H12N4O3 | ωB97M-V with the def2-TZVPD basis set

Summary:
Highest occupied orbital energy ... -8.6101 eV
Energy relative to the best compared isomer or geometry (same formula, charge and spin) ... 39.34 kcal/mol
SMILES ... COCc1cc2cc(-n3cc(C(=O)O)cn3)cc(C#N)c2[nH]1
Total energy ... -27849.9032 eV

Positions of all 34 atoms, in Å:
1 C -2.17 -2.62 -5.24
2 O -2.24 -1.33 -4.54
3 C -0.99 -0.63 -4.21
4 C -0.67 -0.54 -2.71
5 C 0.33 0.07 -1.99
6 C 0.13 -0.10 -0.61
7 C 0.83 0.39 0.51
8 C 0.26 0.17 1.80
9 N 0.96 0.65 2.84
10 C 1.35 1.94 2.70
11 C 2.02 2.18 3.82
12 C 2.80 3.33 4.27
13 O 3.30 3.29 5.35
14 O 3.02 4.27 3.35
15 C 2.13 0.90 4.50
16 N 1.37 -0.01 3.94
17 C -0.77 -0.76 1.97
18 C -1.44 -1.19 0.84
19 C -2.67 -1.88 1.08
20 N -3.66 -2.45 1.29
21 C -0.95 -0.90 -0.41
22 N -1.43 -1.24 -1.74
23 H -2.70 -3.40 -4.70
24 H -2.65 -2.68 -6.25
25 H -1.08 -2.89 -5.39
26 H -0.04 -1.02 -4.64
27 H -1.13 0.40 -4.49
28 H 1.19 0.60 -2.44
29 H 1.76 0.92 0.38
30 H 0.95 2.58 1.90
31 H 2.78 3.89 2.50
32 H 2.83 0.78 5.31
33 H -1.05 -1.09 2.90
34 H -2.37 -1.65 -1.90


Taking the records one at a time from the top gives max |F| values of 0.02405; 0.05832; 0.06502; 0.05555; 0.01781; 0.09441 hartree/bohr.
Taking the records one at a time from the top gives E_LUMO values of -8.3; 0.9; 0.8; 0.4; 1.0; -0.1 eV.